[1]
{
  "formula": "C2HP",
  "method": "ωB97M-V/def2-TZVPD",
  "orbital_gap_ev": 8.3,
  "homo_energy_ev": -9.7,
  "de_lowest_kj_mol": 250.0,
  "symbols": ["C", "C", "P", "H"],
  "coordinates": [[0.13633, -0.38118, 0.85874], [-0.19258, 0.71373, -1.03276], [-0.20258, -1.04959, -0.76802], [0.25883, 0.71704, 0.94205]],
  "lowdin_charge": [-0.260, -0.236, 0.596, -0.100]
}

=====

[2]
{
  "formula": "C6H12O5",
  "method": "ωB97M-V/def2-TZVPD",
  "orbital_gap_ev": 10.3,
  "homo_energy_ev": -9.9,
  "de_lowest_kj_mol": 276.9,
  "symbols": ["O", "C", "C", "O", "C", "O", "C", "C", "O", "C", "O", "H", "H", "H", "H", "H", "H", "H", "H", "H", "H", "H", "H"],
  "coordinates": [[1.69012, -1.57050, 0.13204], [0.32903, -1.22655, 0.43538], [0.38623, 0.05873, 1.29685], [0.21650, -0.13172, 2.69833], [-0.55593, 1.05034, 0.83776], [-1.92407, 0.69105, 1.22811], [-0.77993, 1.39159, -0.62027], [-0.28643, 0.25565, -1.51703], [1.06916, 0.55734, -1.77049], [-0.47414, -1.04674, -0.93441], [0.20557, -2.01643, -1.85220], [2.22246, -0.85773, -0.41145], [-0.03645, -2.09699, 0.91392], [1.42359, 0.28934, 1.09473], [1.24028, -0.44064, 3.02349], [-0.21019, 2.05028, 1.34888], [-1.88048, 0.63393, 2.25678], [-0.36014, 2.45082, -1.06946], [-1.91965, 1.44304, -0.73186], [-0.86892, 0.31026, -2.48373], [1.07694, 1.66459, -1.89778], [-1.58187, -1.17626, -0.65735], [1.01833, -2.28340, -1.32023]],
  "lowdin_charge": [-0.092, -0.207, -0.341, -0.057, -0.338, -0.056, -0.087, -0.420, -0.073, -0.222, -0.051, 0.163, 0.148, 0.147, 0.219, 0.180, 0.143, 0.167, 0.147, 0.166, 0.194, 0.186, 0.085]
}